9
Properties=species:S:1:pos:R:3 method="wB97M-V/def2-TZVPD" e_lumo_ev=0.649 homo_lumo_gap_ev=10.738 e_above_lowest_kj_mol=340.20
O 1.166 0.052 -2.109
C 0.321 -0.541 -1.576
N -0.355 -0.317 -0.410
O 0.150 0.681 0.254
C -0.104 0.893 1.537
O -0.932 0.325 2.182
H -0.015 -1.477 -1.963
H -0.920 -1.181 0.074
H 0.688 1.564 2.011

---

19
Properties=species:S:1:pos:R:3 method="wB97M-V/def2-TZVPD" e_lumo_ev=0.089 homo_lumo_gap_ev=9.383 e_above_lowest_kj_mol=363.53
C 2.234 0.114 1.302
C 0.819 0.650 1.063
C 0.238 0.219 -0.251
O -0.079 -1.764 0.126
C -1.206 0.407 -0.541
C -1.627 -0.013 -1.959
O -2.018 -0.046 0.451
H 2.259 -0.980 1.258
H 2.933 0.489 0.544
H 2.600 0.428 2.286
H 0.116 0.364 1.853
H 0.858 1.753 1.077
H 0.914 0.327 -1.119
H 0.179 -1.933 1.052
H -1.098 1.539 -0.548
H -1.561 -1.101 -2.077
H -2.669 0.288 -2.120
H -0.999 0.463 -2.725
H -1.387 -1.271 0.475

---

17
Properties=species:S:1:pos:R:3 method="wB97M-V/def2-TZVPD" e_lumo_ev=1.024 homo_lumo_gap_ev=9.454 e_above_lowest_kj_mol=262.12
C -1.544 1.473 0.224
C -2.512 0.346 -0.173
N -1.073 0.279 0.084
N 1.357 -1.448 1.703
N 2.267 -0.724 -0.796
N -0.275 -0.621 -0.170
O 1.331 1.053 1.016
P 1.257 -0.278 0.518
H -1.391 2.446 0.626
H -0.179 1.715 -2.047
H -3.053 -0.094 0.645
H -2.955 0.315 -1.124
H 1.827 -1.377 2.525
H 1.588 -2.363 1.333
H 1.834 -1.592 -0.951
H 2.033 -0.165 -1.614
H -0.509 1.036 -1.799

---

27
Properties=species:S:1:pos:R:3 method="wB97M-V/def2-TZVPD" e_lumo_ev=-4.897 charge=+1 homo_lumo_gap_ev=8.024 e_above_lowest_kj_mol=0.00
Br 0.554 -0.505 2.920
N 0.920 -0.663 1.044
C 2.339 -1.133 0.866
C 2.812 -0.847 -0.548
N 2.717 0.570 -0.864
C 1.311 0.928 -0.942
C 0.466 0.625 0.317
C -1.008 0.461 0.038
C -1.462 -0.384 -0.980
C -2.819 -0.556 -1.185
C -3.738 0.114 -0.382
C -3.292 0.957 0.631
C -1.935 1.125 0.842
H 0.269 -1.395 0.751
H 2.961 -0.616 1.596
H 2.361 -2.199 1.099
H 2.185 -1.387 -1.267
H 3.835 -1.212 -0.659
H 3.152 1.102 -0.114
H 0.883 0.436 -1.817
H 1.220 2.002 -1.115
H 0.579 1.444 1.027
H -0.760 -0.908 -1.625
H -3.165 -1.210 -1.975
H -4.799 -0.018 -0.551
H -3.997 1.484 1.262
H -1.590 1.785 1.630

---

112
Properties=species:S:1:pos:R:3 method="wB97M-V/def2-TZVPD" e_lumo_ev="-0.100 / -0.093" multiplicity=3 s_squared=2.019 homo_lumo_gap_ev="5.700 / 7.621" e_above_lowest_kj_mol=0.00
Ti -0.648 0.009 -0.552
O 0.565 5.648 -0.422
C -0.761 5.411 -0.212
C -1.608 6.511 -0.159
C -2.965 6.327 0.042
C -3.488 5.050 0.193
C -2.639 3.958 0.135
C -1.275 4.121 -0.065
C -0.365 2.924 -0.197
O -0.969 1.738 0.074
N 0.781 3.127 0.766
N 1.219 1.898 1.175
C 1.450 1.692 2.405
C 1.655 0.325 2.884
Br 0.604 -0.992 1.982
C 2.361 -0.041 3.960
C 3.227 0.847 4.745
C 3.388 0.595 6.109
C 4.180 1.418 6.891
C 4.836 2.500 6.319
C 4.707 2.744 4.961
C 3.913 1.922 4.176
H 1.070 4.831 -0.276
H -1.182 7.497 -0.279
H -3.619 7.188 0.080
H -4.548 4.907 0.347
H -3.021 2.950 0.233
H 0.069 2.924 -1.212
H 0.445 3.684 1.555
H 1.392 2.478 3.166
H 2.284 -1.065 4.306
H 2.878 -0.249 6.556
H 4.288 1.215 7.948
H 5.458 3.142 6.929
H 5.236 3.570 4.505
H 3.852 2.097 3.111
C 3.066 0.871 -2.985
O 1.856 1.044 -3.760
C 0.835 0.831 -2.912
N 1.134 0.506 -1.686
C 2.592 0.468 -1.568
C 3.085 -0.874 -1.086
C 3.708 -0.984 0.148
C 4.125 -2.221 0.621
C 3.919 -3.358 -0.143
C 3.304 -3.255 -1.385
C 2.892 -2.019 -1.852
C -0.532 0.983 -3.313
C -1.044 1.603 -4.456
C -2.404 1.808 -4.567
C -3.268 1.412 -3.508
C -2.721 0.787 -2.422
N -1.383 0.532 -2.328
C -3.423 0.258 -1.246
N -2.774 -0.292 -0.283
C -3.742 -0.930 0.612
C -5.085 -0.359 0.094
O -4.757 0.267 -1.177
C -3.482 -0.650 2.071
C -3.884 -1.578 3.026
C -3.690 -1.327 4.376
C -3.084 -0.148 4.782
C -2.674 0.777 3.833
C -2.873 0.531 2.483
H 3.605 1.817 -2.997
H 3.667 0.101 -3.470
H 2.894 1.221 -0.834
H 3.853 -0.096 0.752
H 4.604 -2.295 1.589
H 4.234 -4.326 0.225
H 3.149 -4.144 -1.984
H 2.404 -1.941 -2.817
H -0.367 1.936 -5.231
H -2.811 2.296 -5.440
H -4.330 1.600 -3.551
H -3.672 -2.007 0.429
H -5.489 0.413 0.752
H -5.838 -1.119 -0.100
H -4.335 -2.510 2.708
H -4.003 -2.058 5.110
H -2.927 0.047 5.835
H -2.191 1.695 4.144
H -2.522 1.241 1.745
Cl -2.186 -6.526 -1.305
C -0.631 -7.262 -1.495
C -0.376 -8.460 -0.850
C 0.885 -9.030 -0.903
C 1.893 -8.393 -1.609
C 1.612 -7.217 -2.277
Cl 2.897 -6.439 -3.165
C 0.349 -6.612 -2.254
N 0.121 -5.410 -2.891
C -1.009 -5.136 -3.698
C -1.700 -6.159 -4.334
C -2.804 -5.870 -5.118
C -3.205 -4.553 -5.291
C -2.500 -3.537 -4.666
C -1.403 -3.809 -3.859
C -0.698 -2.714 -3.124
C -1.181 -2.559 -1.683
O -2.236 -3.023 -1.304
O -0.369 -1.864 -0.928
H -1.173 -8.921 -0.285
H 1.085 -9.958 -0.387
H 2.890 -8.804 -1.661
H 0.957 -4.900 -3.131
H -1.375 -7.183 -4.198
H -3.345 -6.674 -5.600
H -4.061 -4.319 -5.909
H -2.812 -2.507 -4.788
H -0.867 -1.754 -3.624
H 0.383 -2.854 -3.093

---

21
Properties=species:S:1:pos:R:3 method="wB97M-V/def2-TZVPD" e_lumo_ev=0.873 homo_lumo_gap_ev=7.731 e_above_lowest_kj_mol=401.50
C 2.363 0.620 0.131
C 0.875 0.462 0.327
C 0.339 -0.977 0.658
C 0.368 -1.268 -0.876
C -1.432 0.285 -0.297
C -2.319 -0.893 -0.084
C -0.049 0.247 -0.939
H 2.837 0.404 1.103
H 2.642 1.620 -0.229
H 2.840 -0.087 -0.560
H 0.468 1.249 0.983
H 0.641 -1.690 1.425
H -0.334 -2.038 -1.253
H 1.392 -1.516 -1.168
H -1.263 2.282 0.166
H -2.815 1.630 0.418
H -2.306 -1.810 -0.547
H -1.256 -0.306 1.804
H 0.084 0.875 -1.826
N -1.936 1.595 -0.140
N -1.138 -0.683 0.904

---

24
Properties=species:S:1:pos:R:3 method="wB97M-V/def2-TZVPD" e_lumo_ev="-3.613 / -5.663" multiplicity=2 s_squared=0.754 charge=+1 homo_lumo_gap_ev="8.085 / 6.033" e_above_lowest_kj_mol=0.00
C 0.842 1.057 2.256
O -0.514 1.316 2.241
H 1.370 1.554 1.405
H 1.327 1.303 3.228
H 1.091 0.002 1.985
O 1.676 -0.014 -2.138
C 1.239 1.041 -2.574
C -0.223 1.360 -2.446
O -0.884 0.372 -1.710
C -1.139 0.629 0.020
C -1.275 -0.743 0.629
O -0.147 -1.504 0.192
C 0.232 -2.566 1.054
Tl 0.133 -1.473 -1.848
H 1.925 1.847 -2.890
H -0.628 1.475 -3.469
H -0.322 2.352 -1.968
H -2.080 1.187 0.107
H -0.166 1.133 0.004
H -2.221 -1.243 0.373
H -1.240 -0.629 1.729
H 1.119 -3.028 0.607
H 0.487 -2.153 2.041
H -0.601 -3.273 1.173

---

25
Properties=species:S:1:pos:R:3 method="wB97M-V/def2-TZVPD" e_lumo_ev=0.557 homo_lumo_gap_ev=10.396 e_above_lowest_kj_mol=225.44
H -0.892 0.379 -0.248
O -1.807 -0.237 -0.877
N 0.049 1.201 0.229
H -2.138 0.326 -1.531
H -0.410 2.069 0.147
C 1.312 1.103 -0.429
H 1.061 1.249 -1.416
H 1.776 0.024 -0.217
H -0.174 0.790 1.146
C 2.560 2.121 -0.088
H 3.199 1.961 0.748
H 3.197 2.225 -0.969
H 2.149 3.175 0.071
O -2.957 -1.065 1.293
H -2.721 -0.734 0.380
H -2.510 -1.935 1.365
O -0.224 -2.016 -2.168
H -1.041 -2.521 -2.202
H -0.525 -1.163 -2.034
O -1.332 0.571 2.474
H -0.827 0.109 3.048
H -1.942 -0.098 2.046
O 1.116 -2.427 0.093
H 2.106 -2.371 -0.024
H 0.975 -2.738 -0.837

---

50
Properties=species:S:1:pos:R:3 method="wB97M-V/def2-TZVPD" e_lumo_ev=0.423 homo_lumo_gap_ev=8.379 e_above_lowest_kj_mol=1894.27
O 0.798 -3.961 1.631
C 0.546 -2.817 1.747
N 1.016 -2.197 2.845
C 0.785 -0.876 2.950
O 1.339 -0.137 3.628
C -0.147 -0.578 1.954
N 0.212 0.734 1.349
C -0.707 1.008 0.180
C -0.178 2.050 -0.562
C -0.945 2.779 -1.585
C -2.371 2.216 -1.669
C -2.764 1.116 -0.980
C -1.883 0.707 -0.193
H -2.538 -0.094 0.612
H -3.739 0.815 -1.265
N -2.941 3.064 -2.677
C -4.320 2.837 -3.009
H -4.814 2.587 -1.925
C -4.803 1.491 -3.964
H -5.746 1.459 -3.988
O -4.024 1.713 -5.196
C -2.684 2.067 -4.811
C -2.494 3.216 -3.992
H -1.341 3.460 -3.823
H -2.976 3.869 -4.577
H -2.379 2.272 -6.078
H -2.047 1.233 -4.726
H -4.385 0.531 -3.458
H -4.801 3.673 -3.269
H -0.527 3.657 -2.083
H 0.716 2.431 -0.343
H 1.083 0.762 1.169
C -0.275 -1.903 1.090
H -1.096 -2.314 0.834
H 0.308 -1.711 0.094
H -1.401 -0.562 2.523
C 2.159 -2.929 3.682
C 3.530 -2.413 3.429
C 4.081 -3.560 2.422
C 5.333 -3.378 2.027
C 6.073 -2.004 2.168
C 5.555 -1.170 3.280
C 4.371 -1.462 3.613
H 3.983 -0.662 4.197
H 6.113 -0.494 3.301
H 7.004 -1.949 1.593
H 5.805 -3.954 1.088
H 3.562 -4.274 2.003
H 1.988 -2.427 4.738
H 1.966 -3.920 4.024

---

12
Properties=species:S:1:pos:R:3 method="wB97M-V/def2-TZVPD" e_lumo_ev=0.682 homo_lumo_gap_ev=11.045 e_above_lowest_kj_mol=133.21
N 0.476 -2.726 -1.044
C 0.666 -1.663 -0.627
C 0.954 -0.393 0.001
C 0.134 -0.017 1.197
C 0.038 0.818 -0.051
C -1.252 0.856 -0.794
O -1.742 1.892 -1.171
H 2.013 -0.153 0.013
H -0.708 -0.670 1.411
H 0.633 0.394 2.067
H 0.548 1.777 -0.043
H -1.762 -0.115 -0.958

---

60
Properties=species:S:1:pos:R:3 method="wB97M-V/def2-TZVPD" e_lumo_ev="0.150 / 0.148" multiplicity=2 s_squared=0.768 homo_lumo_gap_ev="6.002 / 6.001" e_above_lowest_kj_mol=130.37
Co 0.230 -0.214 -0.143
C -0.728 -2.909 -1.382
C -0.223 -2.151 -2.598
N -0.283 -0.710 -2.376
C -1.594 -0.092 -2.574
C -2.414 0.023 -1.301
C -3.742 0.409 -1.325
C -4.400 0.583 -0.115
C -3.714 0.390 1.069
C -2.381 0.002 1.016
C -1.514 -0.143 2.249
N -0.209 -0.704 1.955
C -0.072 -2.118 2.231
C -0.658 -2.920 1.079
N -0.013 -2.494 -0.173
N -1.773 -0.194 -0.154
H -0.638 -3.984 -1.573
H -1.788 -2.697 -1.225
H -0.796 -2.461 -3.482
H 0.820 -2.418 -2.775
H 0.383 -0.246 -2.977
H -2.178 -0.618 -3.340
H -1.432 0.928 -2.927
H -4.244 0.579 -2.269
H -5.440 0.883 -0.100
H -4.193 0.538 2.029
H -2.052 -0.725 3.007
H -1.359 0.863 2.652
H 0.537 -0.086 2.408
H -0.550 -2.416 3.173
H 0.992 -2.344 2.322
H -1.728 -2.713 0.988
H -0.547 -3.995 1.260
H 0.932 -2.864 -0.192
C 2.882 -0.797 0.928
N 2.355 -0.219 -0.324
C 2.864 -0.998 -1.453
C 2.814 1.196 -0.461
C 1.681 2.178 -0.426
C 1.950 3.542 -0.485
C 0.911 4.460 -0.466
C -0.396 4.001 -0.381
C -0.649 2.636 -0.309
C 0.380 1.687 -0.329
H 3.978 -0.762 0.943
H 2.574 -1.842 1.003
H 2.470 -0.229 1.768
H 3.958 -0.965 -1.495
H 2.473 -0.605 -2.391
H 2.565 -2.043 -1.355
H 3.345 1.296 -1.411
H 3.539 1.419 0.327
H 2.978 3.890 -0.521
H 1.121 5.521 -0.499
H -1.219 4.707 -0.354
H -1.684 2.319 -0.214
F 1.925 0.899 4.285
C 1.435 1.385 2.991
F 0.314 2.192 3.419
H 2.204 2.151 2.774

---

21
Properties=species:S:1:pos:R:3 method="wB97M-V/def2-TZVPD" e_lumo_ev="3.084 / 3.151" multiplicity=2 s_squared=0.750 charge=-1 homo_lumo_gap_ev="2.298 / 8.609" e_above_lowest_kj_mol=0.00
N -0.998 -0.034 2.054
C -1.546 0.405 0.800
C -1.267 -0.604 -0.316
C -0.992 1.769 0.399
S 0.808 1.864 0.335
S 1.339 1.884 -1.634
C 1.883 0.168 -1.819
H -0.590 0.623 2.693
H -0.675 -0.983 2.104
H -2.627 0.559 0.893
H -1.380 -0.147 -1.300
H -1.956 -1.452 -0.268
H -0.277 -1.021 -0.173
H -1.197 2.508 1.185
H -1.445 2.145 -0.520
H 2.410 0.051 -2.765
H 2.484 -0.146 -0.961
H 1.027 -0.508 -1.918
H 2.008 -2.786 -0.145
H 1.660 -1.718 0.833
O 1.330 -2.580 0.522